Computed, not measured: a molecular structure, C2H3NS2 in a non-equilibrium geometry, with wB97M-V/def2-TZVPD.

Geometry as XYZ:
```
8
Properties=species:S:1:pos:R:3:forces:R:3:nbo_charge:R:1
C -0.2753 -1.0054 0.4422 6.35 -5.16 5.29 -0.788
C 0.8089 1.0783 -0.0057 -3.17 6.10 3.51 -0.213
H 0.0122 -0.8110 1.7059 -1.50 -0.57 -3.27 0.208
H -0.1555 -2.1005 0.2631 -0.91 0.65 0.14 0.264
H 1.5462 1.8879 0.3968 -1.49 -1.12 -1.45 0.246
N -0.4966 1.2626 0.2525 2.03 1.62 -1.38 -0.598
S 1.3313 -0.3958 -0.1926 2.40 -4.87 -1.24 0.366
S -1.4018 -0.1199 -0.2294 -3.71 3.34 -1.59 0.514
```
Forces are in eV/Å.

Results
Total charge: 0
Total energy (a.u.): -929.02398
Spin multiplicity: 1
Relative energy (zero: lowest compared OMol25 entry of this formula, charge and spin) (eV): 2.5399
Gap between HOMO and LUMO (Eh): 0.3321